{"formula": "C5H11N3O", "method": "ωB97M-V/def2-TZVPD", "elements": ["C", "N", "C", "N", "O", "H", "H", "H", "H", "H", "H", "C", "C", "C", "N", "H", "H", "H", "H", "H"], "coordinates": [[1.668, -1.601, -0.477], [0.848, -1.180, 0.635], [0.222, 1.645, -0.641], [0.765, 2.069, 0.528], [0.886, 1.516, -1.661], [1.326, -0.919, 1.491], [0.206, 1.888, 1.347], [1.760, 1.926, 0.604], [1.104, -1.598, -1.415], [2.085, -2.597, -0.301], [2.498, -0.899, -0.600], [-0.547, -1.230, 0.688], [-1.831, 1.387, -1.589], [-1.300, -1.018, 1.776], [-1.137, 1.450, -0.511], [-0.986, -1.703, -0.189], [-2.924, 1.278, -1.512], [-1.388, 1.384, -2.599], [-0.891, -0.563, 2.670], [-2.363, -1.231, 1.755]], "atomic_forces_ev_per_a": [[0.06, 0.13, 0.11], [-0.85, 0.71, 0.28], [2.16, 0.26, -0.88], [0.04, -0.21, 0.34], [-0.42, -0.18, 0.31], [-0.22, -0.17, -0.37], [0.07, 0.05, 0.00], [-0.03, 0.21, 0.03], [0.01, 0.01, 0.26], [-0.01, -0.07, -0.18], [-0.08, -0.09, -0.11], [0.90, -1.43, 0.53], [0.49, -0.27, 0.72], [-0.01, 0.30, -0.37], [-2.87, 0.19, -1.10], [0.03, 0.32, -0.04], [0.50, 0.02, 0.08], [0.02, 0.19, 0.39], [0.03, -0.17, 0.09], [0.17, 0.21, -0.07]], "mulliken_charge": [-0.848, -0.177, 0.687, -0.423, -0.618, 0.192, 0.264, 0.264, 0.289, 0.321, 0.282, -0.001, -0.264, -0.820, -0.410, 0.272, 0.264, 0.253, 0.235, 0.237], "largest_force_ev_per_a": 3.1, "smiles": "C=NC(N)=O.C=CNC", "relative_energy_ev": 1.771}